Record 1
Below is a 2-piece molecular cluster, C5H11N5O4 overall, with properties calculated with ωB97M-V/def2-TZVPD.

Geometry as ORCA input:
```
! RIJCOSX wB97M-V def2-TZVPD def2/J DEFGRID3
* xyz 0 1
C -2.17 -1.52 -0.57
C -1.42 -0.36 -1.22
C -0.67 0.50 -0.14
N -1.60 1.26 0.64
N 0.38 -0.10 0.69
N 0.32 -0.33 1.92
O -0.69 -0.34 2.61
O 1.55 -0.50 2.55
C 0.17 1.61 -0.87
O 0.55 1.43 -1.97
O 0.43 2.66 -0.09
H -2.94 -1.04 0.04
H -2.68 -2.31 -1.15
H -1.35 -1.96 0.01
H -2.06 0.34 -1.73
H -0.80 -0.75 -1.91
H -1.92 0.71 1.31
H -2.28 1.63 -0.03
H 2.24 -0.32 1.89
H -0.06 2.46 0.76
N 2.76 -1.58 -1.12
C 3.03 -0.62 -0.50
N 3.08 0.16 0.46
H 3.14 -2.16 -1.89
H 2.97 1.11 0.31
*
```

Calculated values
HOMO-LUMO gap, eV: 10.113
Relative energy (zero: lowest compared OMol25 entry of this formula, charge and spin), kcal per mole: 4.6
Total energy, eV: -20998.844
Molecular weight, g/mol: 205.17
LUMO level, eV: 0.567

Löwdin atomic charge list, values in e, 2 entries: C -0.07; C -0.16

Record 2
Below is one molecule with the formula C4H4FN3, with properties calculated with ωB97M-V/def2-TZVPD.

Geometry as ORCA input:
```
! RIJCOSX wB97M-V def2-TZVPD def2/J DEFGRID3
* xyz 0 1
H -3.45 0.73 0.19
N -2.45 0.76 0.07
C -1.86 -0.29 0.07
F -2.40 -1.47 0.20
N -0.17 -0.44 -0.03
C 0.79 0.56 -0.15
C 2.00 -0.12 -0.16
N 1.78 -1.47 0.06
C 0.46 -1.64 0.13
H 0.43 1.52 -0.31
H 3.02 0.31 -0.30
H -0.20 -2.45 0.23
*
```

Calculated values
HOMO-LUMO gap, eV: 9.650
Relative energy (zero: lowest compared OMol25 entry of this formula, charge and spin), kcal per mole: 32.5
Total energy, eV: -11398.951
Molecular weight, g/mol: 113.09
LUMO level, eV: 0.642

Löwdin atomic charge list, values in e, 2 entries: H 0.09; N 0.20

Record 3
Below is a 2-piece molecular cluster, C4H3P overall, with properties calculated with ωB97M-V/def2-TZVPD.

Geometry as ORCA input:
```
! RIJCOSX wB97M-V def2-TZVPD def2/J DEFGRID3
* xyz 0 1
C 2.63 0.87 2.30
C -1.98 -0.29 -1.34
C 1.90 0.16 1.60
C -2.19 -0.47 -2.50
P 0.65 -0.55 0.70
H 3.36 1.18 2.97
H -1.67 -0.33 -0.33
H -2.70 -0.57 -3.41
*
```

Calculated values
HOMO-LUMO gap (spin up / spin down), eV: 6.586 / 6.620
Relative energy (zero: lowest compared OMol25 entry of this formula, charge and spin), kcal per mole: 45.4
Total energy, eV: -13478.646
Molecular weight, g/mol: 82.04
LUMO level (spin up / spin down), eV: -1.779 / -1.763

Löwdin atomic charge list, values in e, 2 entries: C 0.03; C -0.06

Record 4
Below is C6H8O6Rb as an isolated structure, with properties calculated with ωB97M-V/def2-TZVPD.

Geometry as ORCA input:
```
! RIJCOSX wB97M-V def2-TZVPD def2/J DEFGRID3
* xyz 2 2
O -1.47 -1.78 1.99
C -1.54 -2.46 3.03
O -2.54 -2.60 3.75
O -0.41 -3.12 3.45
C 0.68 -3.07 2.60
C 1.94 -3.01 3.25
C 3.18 -3.34 2.56
C 4.48 -2.85 3.13
O 4.61 -1.37 2.73
C 5.57 -0.65 2.81
O 6.47 -0.02 3.06
Rb -6.33 -0.84 2.16
H 0.77 -2.05 2.10
H 0.62 -3.75 1.74
H 1.96 -2.69 4.30
H 3.11 -3.24 1.47
H 3.20 -4.45 2.72
H 5.34 -3.34 2.68
H 4.53 -2.83 4.23
O 5.31 2.26 0.18
H 5.32 1.81 -0.69
*
```

Calculated values
HOMO-LUMO gap (spin up / spin down), eV: 4.864 / 4.865
Relative energy (zero: lowest compared OMol25 entry of this formula, charge and spin), kcal per mole: 82.6
Total energy, eV: -19269.442
Molecular weight, g/mol: 261.59
Expectation value of S²: 0.753
LUMO level (spin up / spin down), eV: -8.629 / -8.629

Löwdin atomic charge list, values in e, 2 entries: O 0.03; C -0.76